# 1
Density functional theory data (ωB97M-V/def2-TZVPD) for a single C15H9FIN3O4S molecule at a distorted geometry.

2S+1   1
Orbital gap   7.85 eV

CARTESIAN COORDINATES (ANGSTROEM)
C: -1.01871 1.49540 1.26042
N: -0.12723 0.84106 0.24895
C: -0.04717 -0.62256 0.43289
C: 1.16546 -1.13518 1.30941
C: 2.21526 -0.07479 1.87725
O: 1.72054 0.72378 2.99590
N: 2.85804 1.30845 3.53057
O: 3.14711 2.29648 2.93399
C: 1.27074 -2.68301 1.57552
C: 0.23921 -3.68369 0.96965
O: 0.31513 -5.12093 1.20906
C: -0.95133 -5.49307 1.77889
N: -2.14370 -5.73179 1.83231
C: -0.93846 -3.18119 0.06578
C: -1.07671 -1.65480 -0.18221
S: -2.44518 -0.95108 -1.25044
C: -1.60001 0.53292 -2.00758
C: -1.93547 1.08347 -3.43297
C: -1.15680 2.33753 -3.97080
I: -1.62944 3.14565 -5.96071
C: -0.04451 3.04083 -3.14325
F: 0.73026 4.15255 -3.57606
C: 0.25242 2.48470 -1.71719
O: 1.25581 3.12601 -0.89979
C: -0.51133 1.23116 -1.12289
H: -0.76528 2.61896 1.31124
H: -2.13431 1.43487 0.96103
H: -0.84469 1.03034 2.28984
H: 3.21520 -0.56498 2.20348
H: 2.45145 0.65352 1.00703
H: 2.13342 -3.05380 2.23884
H: -1.65924 -3.96036 -0.38929
H: -2.75608 0.58370 -4.06713
H: 0.81560 3.78985 -0.31177

Atomic partial charges in e from the natural (NBO) method, atoms 1 to 2: atom 1 (C): -0.41, atom 2 (N): -0.52



# 2
Density functional theory data (ωB97M-V/def2-TZVPD) for a single C4H6O2 molecule.

2S+1   1
ΔE to the lowest compared entry with this formula, charge and spin   25.6 kcal per mole
Orbital gap   10.75 eV

CARTESIAN COORDINATES (ANGSTROEM)
C: -1.24604 -0.27635 -0.31837
C: 0.27304 -0.12382 -0.34437
C: 0.55731 1.35348 -0.11860
O: 1.39522 1.79473 0.62651
C: 0.95468 -0.94453 0.73778
O: 0.34765 -1.42915 1.66064
H: -1.55019 -1.32387 -0.28748
H: -1.63720 0.20786 0.58152
H: -1.69487 0.20329 -1.19391
H: 0.69456 -0.40568 -1.32318
H: -0.14378 2.02447 -0.66207
H: 2.04962 -1.08042 0.64154

Atomic partial charges in e from the natural (NBO) method, atoms 1 to 2: atom 1 (C): -0.61, atom 2 (C): -0.45



# 3
Density functional theory data (ωB97M-V/def2-TZVPD) for a single C23H18FN3O2S3 molecule at a distorted geometry.

2S+1   1
ΔE to the lowest compared entry with this formula, charge and spin   3.4 kcal per mole
Orbital gap   8.19 eV

CARTESIAN COORDINATES (ANGSTROEM)
C: -3.16427 -8.08646 0.12342
S: -4.31929 -7.43358 -1.14437
C: -4.52983 -5.79565 -0.48296
C: -5.53136 -4.95600 -0.94648
C: -5.49501 -3.63865 -0.38415
N: -6.33852 -2.68835 -0.74289
C: -6.20855 -1.48059 -0.15611
C: -5.19575 -1.25014 0.77072
C: -4.25499 -2.22093 1.07505
O: -3.23404 -2.00788 1.94891
C: -2.23148 -1.11349 1.57362
C: -1.90636 -0.84946 0.23176
C: -0.77422 -0.11236 -0.14389
C: 0.02396 0.45371 0.88129
N: 1.19328 1.15965 0.64870
C: 1.44758 2.17320 -0.24534
S: 0.44609 2.67178 -1.42728
N: 2.50035 3.04945 -0.07012
C: 3.37627 3.12927 0.98729
O: 3.33262 2.31855 1.93103
C: 4.35406 4.28527 0.93956
C: 5.05606 4.35975 -0.42116
C: 6.25568 3.64665 -0.65194
C: 6.94568 3.71871 -1.88053
C: 6.35410 4.49473 -2.88551
C: 5.16319 5.20560 -2.66036
C: 4.54141 5.19137 -1.41644
C: -0.33209 0.26452 2.17824
C: -1.39448 -0.52256 2.57401
F: -1.54408 -0.79755 3.88978
C: -4.51800 -3.49430 0.56154
S: -3.56620 -4.96276 0.73343
H: -3.47783 -7.77349 1.16629
H: -3.23092 -9.16676 0.00572
H: -2.14339 -7.74564 -0.05437
H: -6.19412 -5.25270 -1.75099
H: -6.88037 -0.64280 -0.35719
H: -5.12376 -0.27554 1.26007
H: -2.42820 -1.35723 -0.59611
H: -0.53394 0.01738 -1.19266
H: 1.85619 1.13907 1.47238
H: 2.57404 3.76421 -0.80128
H: 5.10188 4.06012 1.71597
H: 3.91182 5.26821 1.18935
H: 6.68107 3.03080 0.15628
H: 7.82160 3.13160 -2.12247
H: 6.90361 4.59495 -3.82418
H: 4.79867 5.82729 -3.43302
H: 3.71894 5.86807 -1.21784
H: 0.19294 0.80094 2.99523

Atomic partial charges in e from the natural (NBO) method, atoms 1 to 2: atom 1 (C): -0.74, atom 2 (S): 0.30



# 4
Density functional theory data (ωB97M-V/def2-TZVPD) for a 19-piece molecular cluster, C60H90ClN20O2P2 overall at a distorted geometry.

2S+1   1
Orbital gap   5.94 eV
Charge   +1

CARTESIAN COORDINATES (ANGSTROEM)
C: -0.94015 4.58570 2.58717
C: -0.49881 5.23774 1.14592
C: -1.27121 4.52658 -0.14601
C: -0.82807 2.95744 -0.37128
C: -0.10399 2.70061 -1.83781
C: 1.53057 2.95227 -1.81308
C: 2.26248 2.49557 -3.24539
C: 2.38085 0.83575 -3.19722
O: 3.71084 0.36753 -2.77718
C: 3.78309 -1.13101 -2.81410
O: 4.67400 -1.71522 -3.62715
C: 2.70093 -1.95236 -1.86613
C: 3.21102 -2.21516 -0.29494
Cl: 4.91693 -1.63069 0.20358
C: 2.14037 -2.97931 0.68225
P: 2.58365 -3.37718 2.53246
C: 0.92932 -3.47819 3.55662
C: 3.53874 -1.93962 3.34899
C: 3.19703 -1.71012 4.94051
N: 0.78533 -3.44414 0.20088
C: 0.28508 -3.22421 -1.23673
C: -1.25903 -3.77977 -1.51661
C: -2.38118 -2.66268 -2.01432
C: -3.86446 -3.39391 -2.26946
C: -3.91549 -4.99715 -1.98820
N: -2.87505 -5.94603 -1.49851
C: -1.52558 -5.36158 -1.25119
C: 1.20971 -2.47692 -2.41340
P: 0.60820 -2.20674 -4.19740
C: 2.01523 -2.18722 -5.48749
C: -0.52901 -3.66524 -4.81029
H: -1.86355 5.15727 3.05136
H: -0.00965 4.70744 3.32031
H: -1.21481 3.44038 2.53394
H: 0.66772 5.11825 1.04195
H: -0.78099 6.37636 1.09911
H: -0.91554 5.11267 -1.11792
H: -2.45102 4.59646 0.00968
H: -1.81707 2.30171 -0.36583
H: -0.18789 2.57627 0.54086
H: -0.36672 1.57574 -2.12477
H: -0.59905 3.36827 -2.68563
H: 1.84201 4.03097 -1.46765
H: 1.95611 2.21318 -0.98091
H: 3.29094 3.02879 -3.41121
H: 1.46223 2.75226 -4.09349
H: 2.05046 0.45182 -4.27043
H: 1.50256 0.49338 -2.46608
H: 0.24397 -4.36808 3.22663
H: 0.39196 -2.41677 3.46843
H: 1.15034 -3.60349 4.72298
H: 3.42007 -0.95911 2.72048
H: 4.69391 -2.23322 3.29919
H: 3.10304 -2.74556 5.50434
H: 4.09522 -1.10178 5.40309
H: 2.24128 -1.03153 5.05674
H: 0.15058 -3.93106 0.90290
H: -2.17097 -1.52548 -2.18800
H: -4.79790 -2.75726 -2.65076
H: -4.97832 -5.49668 -2.21561
H: -0.66223 -6.09990 -0.88422
H: 2.42915 -1.11853 -5.75050
H: 2.85715 -2.94178 -5.13744
H: 1.55718 -2.61444 -6.50290
H: -0.41520 -3.83653 -5.96806
H: -1.67655 -3.44557 -4.60078
H: -0.22636 -4.67813 -4.28290
C: 1.69288 6.72929 5.48347
C: 0.64485 7.16353 4.47178
N: -0.22460 7.52382 3.63255
H: 2.08322 5.74351 5.21596
H: 2.51768 7.44712 5.49720
H: 1.24891 6.67772 6.48138
C: 7.36705 0.40842 2.30590
C: 6.77876 1.19734 3.46434
N: 6.29079 1.85181 4.42538
H: 6.56356 -0.02344 1.70292
H: 7.97109 1.06661 1.67529
H: 7.99918 -0.39824 2.68710
C: 11.00760 3.03085 2.69911
C: 10.82807 1.61639 3.22592
N: 10.67907 0.44299 3.66293
H: 11.89744 3.48428 3.14438
H: 11.12378 3.01177 1.61196
H: 10.13384 3.63707 2.95336
C: -0.67623 -9.29432 1.02206
C: 0.15427 -8.35161 0.16647
N: 0.84318 -7.56953 -0.54333
H: -0.05091 -10.11260 1.38959
H: -1.09280 -8.75323 1.87613
H: -1.49584 -9.71068 0.43004
C: 5.12559 4.76558 3.14981
C: 4.07755 5.19983 2.13813
N: 3.20810 5.56011 1.29890
H: 5.51593 3.77980 2.88231
H: 5.95038 5.48341 3.16355
H: 4.68162 4.71401 4.14772
C: -4.33248 5.06378 -2.47031
C: -3.56477 3.81134 -2.86077
N: -2.92785 2.77236 -3.18464
H: -5.14221 5.24205 -3.18323
H: -4.75850 4.94333 -1.47043
H: -3.66171 5.92731 -2.47003
C: 2.10362 -10.80870 3.88751
C: 1.19732 -11.88842 3.31895
N: 0.44548 -12.78412 2.84723
H: 1.85008 -10.62264 4.93478
H: 3.14775 -11.12753 3.82516
H: 1.97984 -9.88167 3.32102
C: -3.98550 -1.56837 -7.19224
C: -2.52363 -1.98355 -7.22385
N: -1.31087 -2.32792 -7.25010
H: -4.62288 -2.45373 -7.11749
H: -4.17095 -0.92229 -6.32971
H: -4.23823 -1.02376 -8.10609
C: -7.31312 -0.68310 -0.47338
C: -7.22075 -1.47984 -1.76455
N: -7.14407 -2.14077 -2.83569
H: -8.32022 -0.76592 -0.05554
H: -6.59302 -1.06758 0.25421
H: -7.09416 0.37021 -0.66880
C: -3.57170 8.34090 0.29171
C: -3.85566 8.53187 -1.18929
N: -4.09130 8.69029 -2.41788
H: -2.58019 7.90020 0.42731
H: -3.60577 9.30573 0.80523
H: -4.32005 7.67637 0.73213
C: -2.98164 12.68785 1.45874
C: -3.16117 11.27339 1.98555
N: -3.31017 10.09999 2.42257
H: -2.09180 13.14128 1.90402
H: -2.86546 12.66878 0.37160
H: -3.85540 13.29407 1.71300
C: -8.20085 5.42711 -4.32507
C: -7.81267 4.02155 -3.89592
N: -7.49069 2.85553 -3.53986
H: -7.35947 5.90788 -4.83164
H: -9.05239 5.38596 -5.00986
H: -8.47622 6.02152 -3.44960
C: 5.41695 -12.69201 6.48910
C: 5.21781 -11.21056 6.21326
N: 5.05254 -9.98159 5.98440
H: 6.47515 -12.89815 6.67188
H: 4.83932 -12.98828 7.36905
H: 5.08301 -13.27947 5.62947
C: 5.42689 -4.05903 7.30108
C: 4.83861 -3.27011 8.45952
N: 4.35063 -2.61564 9.42056
H: 4.62340 -4.49089 6.69810
H: 6.03093 -3.40084 6.67047
H: 6.05902 -4.86569 7.68228
C: 9.30858 -6.24513 6.20848
C: 8.37207 -5.21178 5.60385
N: 7.59518 -4.35455 5.10220
H: 9.48969 -6.01306 7.26158
H: 8.86249 -7.24079 6.13490
H: 10.26245 -6.24181 5.67393
C: -3.59272 10.95557 -4.66057
C: -3.79186 12.43703 -4.93641
N: -3.95713 13.66599 -5.16527
H: -2.53452 10.74944 -4.47779
H: -4.17035 10.65931 -3.78062
H: -3.92666 10.36811 -5.52020
C: -7.78273 -4.01918 -8.60562
C: -6.95224 -3.07647 -9.46121
N: -6.26333 -2.29439 -10.17101
H: -7.15742 -4.83746 -8.23809
H: -8.19930 -3.47809 -7.75155
H: -8.60234 -4.43554 -9.19764
C: -10.92438 -2.17006 -3.15702
C: -11.51267 -1.38113 -1.99858
N: -12.00064 -0.72666 -1.03754
H: -11.72787 -2.60192 -3.76000
H: -10.32034 -1.51186 -3.78762
H: -10.29225 -2.97671 -2.77582

Atomic partial charges in e from the Löwdin method, atoms 1 to 2: atom 1 (C): -0.16, atom 2 (C): -0.26



Number 1: calculated total energy -49999.663 eV, HOMO energy -8.61 eV, LUMO -0.77 eV. Number 2: calculated total energy -8339.350 eV, HOMO energy -9.98 eV, LUMO 0.77 eV. Number 3: calculated total energy -67931.390 eV, HOMO energy -8.08 eV, LUMO 0.11 eV. Number 4: calculated total energy -128631.086 eV, HOMO energy -9.97 eV, LUMO -4.03 eV.